A cluster of 2 separate species, C14H17N3 in total at a distorted geometry. Source: the Open Molecules 2025 dataset; level of theory: wB97M-V/def2-TZVPD.

The geometry in ORCA input format:
```
! wB97M-V def2-TZVPD RIJCOSX def2/J DEFGRID3
* xyz 0 1
C 4.58436 1.33783 -1.19319
C 3.90249 1.78016 -0.01946
C 4.37041 2.93900 0.61645
N 3.42054 3.41677 1.55593
C 2.28508 2.58896 1.39815
C 1.15729 2.55040 2.10819
C 0.15301 1.65382 1.72709
C 0.36644 0.72225 0.67915
C 1.62909 0.67554 0.00729
C 2.58970 1.50282 0.43909
H 4.85208 0.24775 -1.14334
H 5.53790 1.91482 -1.48012
H 3.92927 1.33989 -2.05857
H 5.25831 3.44738 0.43338
H 3.58057 4.08684 2.35811
H 1.00688 3.43091 2.77946
H -0.69495 1.65996 2.18577
H -0.48559 0.20090 0.40360
H 1.85312 -0.06150 -0.75123
C -3.92026 -3.16771 -3.36759
C -4.59752 -2.57020 -2.16091
C -3.63535 -2.46802 -1.06165
C -4.01459 -2.83570 0.36677
N -2.87797 -2.57154 1.07874
C -1.85127 -2.18246 0.16695
N -2.30958 -2.14614 -1.08083
H -3.73181 -2.29761 -4.13372
H -4.54587 -4.02857 -3.83907
H -2.92839 -3.56569 -3.00280
H -4.99353 -1.46021 -2.45030
H -5.58855 -3.17953 -1.78046
H -4.99107 -3.09875 0.78934
H -2.88523 -2.84415 2.11187
H -0.91728 -1.84612 0.46315
*
```

Lowest unoccupied orbital energy in eV: 0.841
Orbital gap in Eh: 0.312
SMILES string: Cc1c[nH]c2ccccc12.CCc1c[nH]cn1
HOMO level in eV: -7.65

***

A structure of composition C20H28Cl3F2NO26S2Y at a distorted geometry. Source: the Open Molecules 2025 dataset; level of theory: wB97M-V/def2-TZVPD.

The geometry in ORCA input format:
```
! wB97M-V def2-TZVPD RIJCOSX def2/J DEFGRID3
* xyz 0 2
Y -15.79897 -12.60075 6.87646
Cl -14.59283 -12.33550 10.63554
O -15.36490 -11.22936 11.13978
O -13.16619 -12.09962 10.69997
O -14.94158 -13.56363 11.26705
O -14.96472 -12.55333 9.24457
N -13.78714 -12.21012 6.05659
S -13.13478 -11.78800 4.74287
O -12.89132 -12.87615 3.81040
O -12.45979 -10.50518 4.67902
F -14.58917 -11.27836 4.29514
S -12.18690 -12.59221 6.61538
O -11.33627 -11.51041 7.16810
O -11.49565 -13.70493 5.96831
F -12.56883 -13.41345 7.89613
C -13.54281 -16.52597 11.42168
C -12.29861 -15.67380 11.28855
O -11.21201 -16.52054 11.28267
C -11.64967 -17.76223 11.25752
O -10.91717 -18.68618 11.28945
O -12.96811 -17.78118 11.02285
H -14.17645 -16.22124 10.58877
H -14.05227 -16.59006 12.38316
H -12.31105 -14.83698 11.98689
H -12.34257 -15.13079 10.34446
C -14.52641 -18.23912 7.06927
C -13.38231 -17.87381 7.86650
O -13.59829 -16.47727 8.17382
C -14.53058 -16.05966 7.36210
O -14.92981 -14.89082 7.29315
O -14.90911 -17.04975 6.56687
H -15.22344 -18.75225 7.73179
H -14.30173 -18.84573 6.19198
H -12.45623 -18.05829 7.32205
H -13.50599 -18.50254 8.74827
C -19.93371 -8.68867 5.69146
C -19.36988 -8.50349 4.27910
O -18.28575 -9.42584 4.26382
C -18.05831 -9.99372 5.44678
O -17.15394 -10.80239 5.73985
O -18.94181 -9.51980 6.35017
H -20.85606 -9.26098 5.79055
H -19.98194 -7.72024 6.18937
H -19.04533 -7.46309 4.26081
H -20.09685 -8.77073 3.51216
C -11.61256 -16.03033 3.94295
C -10.16216 -15.75074 3.93950
O -9.67216 -17.06296 4.19630
C -10.50468 -17.77921 4.87682
O -10.25092 -18.76915 5.51736
O -11.70722 -17.15863 4.79193
H -11.94973 -16.25374 2.93077
H -12.23461 -15.23149 4.34669
H -9.84678 -15.04577 4.70869
H -9.84741 -15.46687 2.93528
C -13.74072 -7.76522 5.96887
C -12.78573 -8.02115 7.06106
O -13.45991 -8.97059 7.87002
C -14.66935 -9.26364 7.35729
O -15.41836 -10.16999 7.74272
O -14.95118 -8.47884 6.30236
H -13.41611 -8.24089 5.04341
H -13.99141 -6.71000 5.86041
H -12.59719 -7.08357 7.58404
H -11.88253 -8.46765 6.64514
C -8.55463 -12.53199 9.28729
C -9.94147 -12.94979 9.80280
O -9.63604 -13.11316 11.18286
C -8.40515 -12.54903 11.49678
O -7.81905 -12.58929 12.57273
O -7.74688 -12.24389 10.41701
H -8.67585 -11.69259 8.60259
H -8.15319 -13.37906 8.73102
H -10.31759 -13.87387 9.36382
H -10.59696 -12.09122 9.65689
Cl -9.50485 -11.22822 4.39043
C -9.05673 -9.82276 5.35765
C -8.11526 -8.91883 4.59328
Cl -6.52064 -9.54534 4.64360
H -8.62553 -10.13363 6.30925
H -9.96131 -9.29685 5.66302
H -8.18712 -7.93194 5.05043
H -8.41777 -8.92896 3.54615
*
```

Lowest unoccupied orbital energy (spin up / spin down) in eV: -1.860 / -2.068
Orbital gap (spin up / spin down) in Eh: 0.162 / 0.291
HOMO level (spin up / spin down) in eV: -6.26 / -9.98

***

A structure of composition C30H61F6N4O7S2 at a distorted geometry. Source: the Open Molecules 2025 dataset; level of theory: wB97M-V/def2-TZVPD.

The geometry in ORCA input format:
```
! wB97M-V def2-TZVPD RIJCOSX def2/J DEFGRID3
* xyz 1 1
C 4.93055 0.40750 -4.85778
C 4.24591 -0.38255 -3.74610
C 3.68758 0.56029 -2.68322
C 3.46539 -0.22885 -1.42620
N 3.42346 0.48335 -0.05336
C 3.34845 -0.53181 1.10453
C 3.96586 0.20492 2.31560
C 4.87746 1.31763 1.73974
C 4.74712 1.22562 0.20864
C 2.16178 1.36289 -0.04137
H 5.71517 1.11481 -4.45817
H 4.16775 1.04572 -5.45101
H 5.46190 -0.23200 -5.55753
H 4.89206 -1.12821 -3.28760
H 3.43351 -0.92383 -4.20035
H 2.73691 0.95659 -2.97155
H 4.31323 1.39021 -2.40780
H 4.12676 -1.01869 -1.25556
H 2.49569 -0.70432 -1.50713
H 2.34674 -0.90369 1.29665
H 3.98021 -1.34495 0.80691
H 3.10474 0.63735 2.90005
H 4.44664 -0.57809 2.96365
H 4.56553 2.31926 2.00461
H 5.91707 1.14872 1.93692
H 4.70803 2.22956 -0.28191
H 5.57445 0.68012 -0.23208
H 2.22137 1.97424 0.84506
H 1.29655 0.74382 -0.15605
H 2.20730 1.95422 -0.96179
C -0.93722 -1.02241 4.26082
C -0.56938 0.08189 3.32776
C -1.61913 1.23501 3.23790
C -0.93408 2.31887 2.44631
N -1.75270 3.57878 2.27847
C -2.71892 3.51378 1.09096
C -3.03383 4.95536 0.75506
C -1.67748 5.68865 1.20126
C -0.79452 4.72474 1.91713
C -2.46720 4.01821 3.52946
H -0.19614 -1.78494 4.20617
H -1.96661 -1.46954 4.04635
H -1.11804 -0.75538 5.27871
H -0.35131 -0.27728 2.33740
H 0.42035 0.39383 3.63400
H -1.92114 1.50597 4.27009
H -2.51553 0.87399 2.68638
H -0.72322 1.98030 1.45157
H -0.06229 2.68878 2.91166
H -3.48053 2.91730 1.56941
H -2.13347 3.02411 0.35318
H -3.97252 5.28124 1.27933
H -3.05684 4.92256 -0.33766
H -1.99306 6.56533 1.84363
H -1.09486 6.04476 0.38433
H -0.26929 5.01950 2.81310
H 0.00220 4.41336 1.26115
H -3.29218 3.32837 3.74742
H -2.89386 5.04643 3.42895
H -1.80118 4.10566 4.32901
C 1.30734 -4.82827 -0.23670
C 0.04909 -5.30886 -0.91676
C -1.20180 -5.23299 0.03615
C -2.46863 -5.92578 -0.45308
N -3.51442 -5.17535 -1.16880
C -4.38427 -4.47258 -0.15452
C -5.25337 -5.58692 0.47915
C -5.11972 -6.74710 -0.50648
C -4.48421 -6.10219 -1.75485
C -2.99222 -4.30326 -2.26793
H 2.11773 -5.36359 -0.70640
H 1.14583 -5.11928 0.84070
H 1.43817 -3.76414 -0.13049
H 0.13961 -6.32906 -1.32185
H -0.17551 -4.68750 -1.77478
H -1.33125 -4.21065 0.32956
H -0.90380 -5.70277 0.92449
H -2.90832 -6.39004 0.42310
H -2.17646 -6.76195 -1.20012
H -5.03333 -3.79359 -0.73207
H -3.79305 -3.90661 0.56756
H -6.26325 -5.23529 0.38133
H -5.01325 -5.81533 1.52985
H -6.05492 -7.16182 -0.84211
H -4.59432 -7.62560 -0.18057
H -5.19817 -5.49628 -2.37941
H -3.88466 -6.71193 -2.42538
H -2.25767 -4.85973 -2.88431
H -2.46356 -3.39479 -1.84049
H -3.86477 -3.92501 -2.74675
O -1.46964 0.00447 -0.05769
C -1.21908 -1.32155 0.16732
O -2.20272 -2.08961 -0.17579
O -0.12988 -1.62119 0.69113
H -2.35256 0.02077 -0.34712
C -0.51495 3.06608 -3.19182
F 0.42702 2.19878 -3.51389
F -0.61614 3.97044 -4.20149
F -1.63697 2.41302 -2.88517
S -0.00697 3.93316 -1.68096
O -0.95918 5.00839 -1.58749
O -0.18521 2.95419 -0.66063
N 1.43635 4.38951 -2.01922
S 2.60562 4.69967 -0.96264
O 2.15476 4.59919 0.42193
O 3.76813 3.98949 -1.34666
C 3.04268 6.42622 -1.33923
F 2.02215 7.21891 -1.15430
F 4.05384 6.82948 -0.56224
F 3.27869 6.55177 -2.60720
*
```

Lowest unoccupied orbital energy in eV: -1.526
Orbital gap in Eh: 0.339
HOMO level in eV: -10.74

***

A structure of composition C59H60BBr2Cl2N7O5Sn at a distorted geometry. Source: the Open Molecules 2025 dataset; level of theory: wB97M-V/def2-TZVPD.

The geometry in ORCA input format:
```
! wB97M-V def2-TZVPD RIJCOSX def2/J DEFGRID3
* xyz -2 1
Sn -0.25266 -0.04895 -0.02347
O -1.71048 0.70367 -5.83224
C -2.90444 0.45590 -5.20049
C -4.08541 0.40872 -5.93052
C -5.30374 0.21160 -5.30037
C -5.35001 0.07337 -3.92500
C -4.16893 0.09421 -3.20672
C -2.94088 0.26220 -3.81921
C -1.71977 0.32912 -2.90350
O -1.99165 0.02462 -1.66063
N -0.64891 -0.51233 -3.50650
N 0.19815 -1.10447 -2.70365
C 1.39782 -1.37307 -3.09956
C 2.27532 -2.16885 -2.32164
Br 1.44767 -3.04061 -0.83225
C 3.57190 -2.49080 -2.56416
C 4.44181 -2.00881 -3.60774
C 5.49743 -2.84297 -4.01199
C 6.36514 -2.47445 -5.01721
C 6.21414 -1.25096 -5.65351
C 5.20060 -0.39596 -5.24534
C 4.33457 -0.75831 -4.23276
H -1.88375 0.87596 -6.76666
H -4.04500 0.53254 -7.00953
H -6.20973 0.17312 -5.89164
H -6.29953 -0.04360 -3.41831
H -4.12654 -0.01235 -2.13526
H -1.33097 1.37919 -3.03642
H -0.27414 -0.11370 -4.37490
H 1.73548 -1.05348 -4.09315
H 4.01440 -3.23076 -1.90912
H 5.60855 -3.80229 -3.52566
H 7.16712 -3.14221 -5.30820
H 6.88817 -0.95927 -6.44793
H 5.09056 0.57135 -5.71747
H 3.59116 -0.05538 -3.89102
Br -0.60696 9.52553 1.96519
C 0.03499 8.55125 0.44597
C -0.49310 8.82637 -0.80571
C 0.00670 8.17365 -1.90705
C 1.03551 7.21324 -1.78424
C 1.50202 6.91855 -0.48290
C 1.02426 7.59439 0.61243
N 1.69082 6.82249 -2.89813
N 2.34883 5.75495 -3.10426
C 2.11592 4.55915 -2.54171
C 3.19441 3.64924 -2.58898
C 3.16677 2.44101 -1.95386
C 2.03990 2.00965 -1.20102
O 2.02063 0.93033 -0.56681
C 0.86039 2.85485 -1.27871
N -0.26730 2.32031 -0.79543
C -1.41563 2.90753 -1.03812
C -1.52024 4.06500 -1.79767
C -0.37154 4.65832 -2.27077
C 0.87241 4.08038 -1.98735
H -1.29027 9.55036 -0.90887
H -0.38159 8.38658 -2.89350
H 2.28340 6.18222 -0.36123
H 1.41681 7.37485 1.59435
H 4.08869 3.99217 -3.09279
H 4.02865 1.78709 -1.96699
H -2.28025 2.38493 -0.67118
H -2.49080 4.47431 -2.03424
H -0.43041 5.52174 -2.91792
Cl 2.18173 1.16802 4.67608
C 3.04982 0.61228 3.25178
Cl 3.68506 1.98609 2.34116
C 2.12397 -0.25868 2.29961
O 2.70700 -1.20079 1.79781
O 0.94506 0.11074 2.23173
H 3.90419 0.03192 3.60658
C -5.23947 2.65119 -0.80937
C -4.94735 2.68388 0.69296
C -6.18652 3.14579 1.46811
C -3.76285 3.56381 1.04471
C -3.69485 4.87123 0.58378
C -2.61176 5.67358 0.88854
C -1.58835 5.18326 1.67716
C -1.62461 3.88898 2.17586
C -0.55719 3.36592 3.10950
C -1.06260 3.50192 4.55255
C 0.78601 4.07408 2.95914
C -2.72097 3.07909 1.85003
N -2.77879 1.74722 2.30702
B -2.16850 0.57005 1.75639
N -2.77950 -0.48631 2.50991
C -3.65591 0.04880 3.44014
C -3.65970 1.38907 3.31474
C -2.75437 -1.88957 2.36026
C -3.72112 -2.49562 1.54355
C -3.81352 -3.88019 1.53958
C -2.94745 -4.65056 2.29128
C -1.95427 -4.04567 3.03648
C -1.83926 -2.66299 3.08551
C -0.77965 -2.00005 3.93339
C 0.57976 -2.68272 3.79829
C -1.22193 -1.97270 5.40047
C -4.65380 -1.65624 0.69691
C -4.76369 -2.20105 -0.72655
C -6.03415 -1.54341 1.35452
H -6.07906 1.98507 -1.00732
H -4.37993 2.27906 -1.36076
H -5.49603 3.63746 -1.19071
H -4.71978 1.65916 0.99961
H -6.44379 4.16991 1.20368
H -5.99970 3.10530 2.53882
H -7.03931 2.50529 1.24585
H -4.49124 5.26886 -0.03132
H -2.56136 6.68580 0.51016
H -0.75014 5.82369 1.90104
H -0.40122 2.30379 2.89267
H -1.31961 4.54052 4.76610
H -0.29459 3.17842 5.25195
H -1.94658 2.88821 4.70725
H 0.74599 5.09665 3.33485
H 1.09779 4.08352 1.91674
H 1.53998 3.54269 3.53319
H -4.20479 -0.57743 4.12257
H -4.21795 2.12313 3.86915
H -4.57528 -4.37470 0.95294
H -3.04294 -5.72884 2.28720
H -1.26980 -4.66443 3.59758
H -0.66396 -0.97199 3.58092
H 0.59158 -3.67157 4.25450
H 1.33911 -2.07678 4.28816
H 0.85556 -2.77090 2.75122
H -1.39759 -2.98477 5.76597
H -2.13940 -1.39932 5.51286
H -0.45169 -1.51026 6.01392
H -4.22103 -0.65431 0.62198
H -5.12617 -3.22619 -0.75035
H -3.78720 -2.15993 -1.20126
H -5.45687 -1.59206 -1.30384
H -6.46177 -2.53025 1.52696
H -6.71459 -0.97930 0.71778
H -5.95728 -1.02800 2.30930
*
```

Lowest unoccupied orbital energy in eV: 3.661
Orbital gap in Eh: 0.175
HOMO level in eV: -1.10